[1]
Formula: C44H67N4O3OsPS
Source: the Open Molecules 2025 dataset
Level of theory: wB97M-V/def2-TZVPD

Last column: Mulliken charge in e.
Geometry (Å):
Os (0.052, -0.516, -0.197)  3.026
O (0.033, 0.485, 1.796)  -0.605
C (-1.012, 0.382, 2.822)  -0.598
C (-2.228, 1.204, 2.441)  -0.931
C (-2.603, 0.983, 0.977)  0.249
C (-2.863, -0.477, 0.735)  0.902
C (-4.089, -1.004, 1.105)  -0.788
C (-4.312, -2.365, 1.042)  -0.621
C (-3.276, -3.186, 0.614)  -0.972
C (-2.098, -2.608, 0.214)  -0.165
N (-1.881, -1.275, 0.264)  0.185
H (0.876, 0.231, 2.198)  -0.222
H (-0.609, 0.749, 3.765)  0.649
H (-1.279, -0.674, 2.940)  0.355
H (-2.035, 2.268, 2.601)  0.471
H (-3.044, 0.913, 3.107)  0.550
H (-1.778, 1.321, 0.368)  -1.733
H (-3.482, 1.573, 0.725)  0.871
H (-4.865, -0.332, 1.445)  0.611
H (-5.268, -2.782, 1.331)  0.497
H (-3.382, -4.261, 0.582)  0.514
H (-1.281, -3.228, -0.136)  0.387
N (-0.220, -4.347, -6.294)  0.058
C (-0.047, -5.522, -6.983)  0.677
C (-0.098, -5.840, -8.308)  -0.776
C (0.210, -7.175, -8.641)  -0.271
C (0.639, -8.144, -7.676)  -0.548
C (0.744, -7.826, -6.368)  -0.658
C (0.434, -6.467, -5.989)  0.756
N (0.561, -5.862, -4.823)  -0.457
C (0.139, -4.578, -5.007)  0.016
C (0.150, -3.592, -3.949)  0.699
C (0.613, -3.936, -2.663)  -0.448
C (0.633, -2.975, -1.669)  -1.137
N (0.197, -1.707, -1.861)  0.315
C (-0.210, -1.378, -3.103)  -0.418
C (-0.241, -2.258, -4.147)  -0.731
H (-0.554, -3.484, -6.693)  0.209
H (-0.302, -5.107, -9.078)  0.423
H (0.133, -7.475, -9.682)  0.450
H (0.857, -9.151, -8.007)  0.444
H (1.010, -8.558, -5.616)  0.467
H (0.959, -4.943, -2.470)  0.652
H (0.998, -3.210, -0.669)  0.807
H (-0.522, -0.350, -3.268)  -0.185
H (-0.576, -1.896, -5.111)  0.438
C (2.002, -1.677, 5.484)  -1.036
C (2.176, -3.027, 4.788)  -0.441
C (1.362, -3.166, 3.499)  -1.121
S (1.905, -1.954, 2.279)  0.912
O (0.814, -2.074, 1.153)  -1.360
C (3.374, -2.765, 1.568)  -0.894
C (4.698, -2.092, 1.985)  -0.881
C (4.628, -0.562, 2.068)  -0.576
H (2.574, -1.661, 6.411)  0.404
H (0.955, -1.499, 5.743)  0.299
H (2.362, -0.842, 4.874)  0.219
H (1.837, -3.814, 5.461)  0.451
H (3.235, -3.216, 4.591)  0.229
H (0.305, -2.948, 3.670)  0.526
H (1.460, -4.156, 3.050)  0.528
H (3.210, -2.659, 0.492)  0.345
H (3.346, -3.820, 1.847)  0.615
H (5.451, -2.385, 1.253)  0.442
H (5.027, -2.483, 2.948)  0.391
H (4.039, -0.144, 1.244)  -0.164
H (5.630, -0.134, 2.034)  0.457
H (4.176, -0.238, 3.011)  0.401
O (1.610, 0.902, -0.571)  -0.305
P (1.939, 2.374, -0.940)  0.454
C (0.682, 3.054, -2.100)  -0.407
C (0.731, 2.258, -3.426)  -0.322
C (-0.547, 2.484, -4.228)  -1.246
C (-1.758, 1.871, -3.506)  -0.852
C (-1.568, 1.870, -1.985)  0.810
C (-0.761, 3.084, -1.527)  -1.506
C (2.126, 3.491, 0.508)  0.179
C (2.191, 4.977, 0.063)  -1.663
C (0.879, 5.738, 0.254)  -0.553
C (0.389, 5.697, 1.719)  -0.833
C (1.047, 4.565, 2.514)  -1.224
C (1.136, 3.294, 1.669)  1.004
C (3.487, 2.509, -1.928)  0.196
C (3.881, 1.169, -2.580)  -1.280
C (4.675, 0.251, -1.653)  0.548
C (5.891, 0.959, -1.063)  -1.348
C (5.454, 2.216, -0.316)  0.017
C (4.696, 3.169, -1.242)  -1.622
H (1.011, 4.077, -2.295)  1.171
H (0.841, 1.181, -3.221)  -0.342
H (1.587, 2.568, -4.025)  0.620
H (-0.440, 2.055, -5.224)  0.493
H (-0.689, 3.558, -4.362)  0.365
H (-1.952, 0.854, -3.867)  0.408
H (-2.651, 2.451, -3.744)  0.430
H (-1.017, 0.938, -1.640)  -0.977
H (-2.548, 1.861, -1.499)  0.578
H (-0.750, 3.140, -0.436)  0.259
H (-1.268, 3.985, -1.881)  0.784
H (3.112, 3.197, 0.882)  0.533
H (2.524, 5.078, -0.973)  0.662
H (2.946, 5.466, 0.681)  0.722
H (0.105, 5.344, -0.413)  -0.155
H (1.032, 6.767, -0.063)  0.595
H (-0.699, 5.598, 1.751)  0.346
H (0.606, 6.645, 2.208)  0.384
H (0.487, 4.369, 3.430)  0.477
H (2.055, 4.855, 2.823)  0.391
H (0.133, 3.063, 1.304)  -0.819
H (1.467, 2.459, 2.291)  -0.022
H (3.166, 3.185, -2.725)  1.122
H (4.495, 1.401, -3.455)  0.686
H (2.990, 0.637, -2.934)  -0.037
H (4.989, -0.635, -2.210)  0.576
H (4.018, -0.081, -0.840)  -0.704
H (6.580, 1.235, -1.866)  0.475
H (6.434, 0.286, -0.397)  0.468
H (6.318, 2.733, 0.100)  0.456
H (4.809, 1.925, 0.528)  -0.118
H (5.370, 3.487, -2.042)  0.585
H (4.418, 4.074, -0.706)  0.377

Values from the calculation:
Largest force on an atom in Eh/bohr: 0.0522
HOMO (alpha / beta) in eV: -17.5 / -17.5
Net charge: +4


[2]
Formula: C44H68N11O6ScSeSi
Source: the Open Molecules 2025 dataset
Level of theory: wB97M-V/def2-TZVPD

Last column: Mulliken charge in e.
Geometry (Å):
Sc (0.998, 0.911, -0.012)  -1.219
O (3.598, -1.277, -2.271)  -0.741
C (3.115, -0.991, -1.195)  -0.461
O (2.655, 0.194, -0.886)  -0.046
C (3.043, -2.034, -0.080)  0.307
C (3.393, -1.438, 1.295)  0.301
C (3.764, -2.553, 2.276)  -1.005
C (2.374, -3.181, 2.557)  -0.636
C (1.465, -2.293, 1.705)  -0.097
O (2.112, -1.010, 1.790)  0.459
C (1.625, -2.640, 0.218)  -0.041
C (0.469, -2.079, -0.599)  -1.053
O (-0.071, -2.760, -1.452)  -0.713
O (0.109, -0.856, -0.311)  1.184
H (3.728, -2.832, -0.362)  0.422
H (4.071, -0.589, 1.259)  0.075
H (4.198, -2.131, 3.183)  0.279
H (4.483, -3.254, 1.852)  0.404
H (2.103, -3.101, 3.609)  0.314
H (2.309, -4.230, 2.269)  0.455
H (0.443, -2.194, 2.041)  -0.668
H (1.639, -3.715, 0.048)  0.769
C (-4.667, 0.957, 2.478)  -0.375
N (-4.487, 1.697, 1.252)  0.625
C (-5.209, 2.951, 1.182)  -1.322
C (-3.399, 1.468, 0.417)  -0.293
N (-2.265, 0.987, 0.754)  1.169
C (-1.837, 0.780, 2.063)  -1.031
C (-1.395, 1.867, 2.787)  -0.418
C (-0.767, 1.722, 4.038)  -1.381
C (-0.557, 0.479, 4.557)  -1.060
C (-1.013, -0.675, 3.863)  1.817
C (-0.795, -1.954, 4.435)  -1.148
C (-1.224, -3.077, 3.788)  -1.251
C (-1.920, -2.974, 2.575)  -0.538
C (-2.223, -1.745, 2.007)  -0.485
N (-2.946, -1.618, 0.846)  0.894
C (-3.835, -2.438, 0.401)  -0.291
N (-4.127, -2.404, -0.936)  0.643
C (-3.184, -1.831, -1.881)  0.333
C (-5.376, -2.865, -1.494)  -1.315
N (-4.637, -3.305, 1.142)  0.299
C (-4.678, -4.712, 0.797)  -1.262
C (-5.014, -3.010, 2.504)  -0.764
C (-1.690, -0.547, 2.619)  0.520
N (-3.633, 1.816, -0.899)  0.396
C (-4.922, 1.584, -1.516)  -1.049
C (-2.531, 1.882, -1.832)  0.371
H (-5.738, 0.804, 2.644)  0.392
H (-4.252, 1.471, 3.353)  0.330
H (-4.192, -0.013, 2.383)  -0.414
H (-5.022, 3.550, 2.082)  0.374
H (-6.288, 2.785, 1.104)  0.329
H (-4.881, 3.525, 0.320)  0.377
H (-1.522, 2.850, 2.354)  0.629
H (-0.443, 2.606, 4.575)  0.413
H (-0.059, 0.344, 5.510)  0.439
H (-0.274, -2.016, 5.383)  0.433
H (-1.032, -4.057, 4.207)  0.351
H (-2.242, -3.873, 2.064)  0.328
H (-2.409, -1.293, -1.342)  -0.835
H (-3.713, -1.148, -2.550)  -0.127
H (-2.709, -2.612, -2.480)  0.366
H (-6.120, -2.989, -0.711)  0.408
H (-5.273, -3.814, -2.033)  0.353
H (-5.741, -2.122, -2.208)  0.345
H (-4.229, -4.878, -0.178)  0.368
H (-5.706, -5.086, 0.778)  0.335
H (-4.117, -5.304, 1.530)  0.347
H (-4.996, -1.937, 2.673)  0.094
H (-4.362, -3.485, 3.244)  0.325
H (-6.036, -3.364, 2.668)  0.384
H (-5.647, 1.258, -0.775)  0.450
H (-4.838, 0.808, -2.285)  0.172
H (-5.298, 2.491, -2.002)  0.243
H (-2.739, 2.661, -2.572)  0.558
H (-1.611, 2.127, -1.312)  -0.675
H (-2.402, 0.931, -2.365)  -0.497
C (5.606, 1.756, 1.011)  -1.366
N (4.248, 2.261, 1.071)  0.560
C (3.801, 2.943, -0.133)  -0.883
C (3.367, 1.869, 2.032)  -0.369
N (2.106, 1.709, 1.764)  1.731
N (3.902, 1.653, 3.283)  0.348
C (4.831, 2.620, 3.847)  -1.195
C (3.083, 0.984, 4.279)  -1.164
H (5.745, 1.196, 0.082)  0.347
H (5.804, 1.096, 1.852)  0.446
H (6.334, 2.573, 1.026)  0.326
H (4.508, 3.744, -0.361)  0.534
H (2.822, 3.380, 0.040)  -0.326
H (3.740, 2.265, -0.986)  0.233
H (1.538, 1.661, 2.605)  -0.827
H (5.311, 3.196, 3.063)  0.407
H (5.599, 2.109, 4.430)  0.305
H (4.304, 3.316, 4.509)  0.357
H (2.379, 1.672, 4.764)  0.354
H (3.740, 0.576, 5.048)  0.393
H (2.526, 0.171, 3.818)  0.188
C (0.912, -0.748, -3.916)  -1.065
N (-0.053, 0.259, -4.327)  0.428
C (0.096, 1.600, -4.204)  -0.524
Se (1.492, 2.512, -3.468)  -0.132
N (-1.027, 2.162, -4.729)  0.279
C (-1.912, 1.190, -5.160)  0.208
C (-3.183, 1.247, -5.704)  -1.034
C (-3.800, 0.036, -5.992)  -0.577
C (-3.167, -1.182, -5.742)  -0.744
C (-1.894, -1.237, -5.190)  -0.324
C (-1.282, -0.029, -4.903)  0.807
H (1.825, -0.247, -3.601)  0.349
H (1.139, -1.392, -4.766)  0.398
H (0.503, -1.349, -3.105)  0.108
H (-1.151, 3.159, -4.742)  0.308
H (-3.675, 2.191, -5.897)  0.462
H (-4.794, 0.038, -6.420)  0.396
H (-3.682, -2.103, -5.980)  0.408
H (-1.404, -2.177, -4.978)  0.469
C (-1.774, 4.737, 0.165)  -0.741
Si (0.055, 4.292, 0.178)  1.134
C (0.897, 5.381, -1.093)  -1.359
C (0.792, 4.757, 1.849)  -1.044
O (0.238, 2.704, -0.130)  0.908
H (-1.962, 5.662, 0.717)  0.565
H (-2.390, 3.949, 0.601)  -0.101
H (-2.118, 4.891, -0.861)  0.273
H (0.803, 6.428, -0.787)  0.388
H (0.439, 5.267, -2.077)  0.244
H (1.960, 5.162, -1.209)  0.296
H (0.530, 5.794, 2.080)  0.595
H (1.883, 4.694, 1.822)  0.199
H (0.442, 4.128, 2.669)  0.057

Values from the calculation:
Largest force on an atom in Eh/bohr: 0.0108
HOMO in eV: -7.0


[3]
Formula: C44H69ClNO12P5
Source: the Open Molecules 2025 dataset
Level of theory: wB97M-V/def2-TZVPD

Last column: Mulliken charge in e.
Geometry (Å):
C (2.287, 1.049, 4.525)  -1.475
C (1.193, 0.252, 3.812)  -0.101
C (1.445, 0.104, 2.317)  0.790
C (2.272, -1.143, 1.983)  -0.241
C (3.766, -0.978, 1.712)  -0.866
C (4.176, 0.055, 0.665)  -1.042
C (3.437, -0.064, -0.677)  0.528
C (4.288, -0.500, -1.880)  -0.712
C (3.991, 0.220, -3.204)  -0.276
C (4.192, -0.698, -4.406)  -1.247
C (2.923, -1.441, -4.871)  0.080
C (2.758, -2.929, -4.518)  -1.065
C (1.845, -3.169, -3.304)  0.100
C (0.748, -4.186, -3.601)  -1.133
C (-0.357, -4.254, -2.561)  -0.885
C (-1.456, -3.213, -2.762)  -0.781
O (-1.294, -2.052, -1.912)  0.490
C (-2.438, -1.543, -1.211)  -0.146
C (-2.169, -0.065, -0.978)  0.370
C (-3.030, 0.632, 0.054)  -1.367
O (-4.408, 0.510, -0.281)  -0.124
N (-5.204, 0.596, 0.885)  0.086
O (-6.275, 0.179, 0.700)  -0.381
O (-2.398, 0.729, -2.155)  -0.311
C (-1.433, 1.041, -3.101)  0.458
Cl (0.188, 1.272, -2.427)  -0.091
P (-2.038, 2.646, -3.917)  -0.127
P (-0.864, 4.285, -3.121)  0.806
O (0.440, 4.326, -3.759)  -0.434
O (-1.775, 5.542, -3.425)  -0.559
O (-0.885, 4.277, -1.557)  -0.442
P (-1.181, -0.054, -4.585)  0.017
P (-3.175, -0.741, -5.149)  0.908
O (-3.302, -2.185, -5.127)  -0.616
O (-4.279, -0.043, -4.267)  -0.443
O (-3.343, -0.156, -6.593)  -0.538
P (-2.469, -2.716, 0.236)  -0.345
O (-3.811, -2.251, 1.058)  -0.383
O (-1.343, -1.870, 1.046)  0.067
H (2.520, 1.911, 3.905)  0.353
H (1.919, 1.382, 5.492)  0.463
H (3.168, 0.429, 4.676)  0.235
H (1.063, -0.731, 4.264)  0.129
H (0.253, 0.791, 3.955)  0.181
H (0.476, -0.026, 1.844)  -0.906
H (1.863, 1.022, 1.909)  0.400
H (1.837, -1.608, 1.102)  0.094
H (2.142, -1.865, 2.792)  0.295
H (4.130, -1.954, 1.378)  0.398
H (4.277, -0.753, 2.651)  0.287
H (5.242, -0.087, 0.495)  0.501
H (4.034, 1.058, 1.061)  0.420
H (2.994, 0.903, -0.914)  0.041
H (2.611, -0.767, -0.608)  -0.290
H (4.121, -1.563, -2.038)  0.238
H (5.334, -0.314, -1.641)  0.397
H (2.977, 0.617, -3.237)  -0.037
H (4.687, 1.055, -3.285)  0.426
H (4.539, -0.113, -5.259)  0.437
H (4.996, -1.397, -4.181)  0.444
H (2.856, -1.322, -5.950)  0.440
H (2.064, -0.931, -4.438)  -0.321
H (3.747, -3.345, -4.325)  0.360
H (2.361, -3.478, -5.371)  0.560
H (2.413, -3.522, -2.442)  0.480
H (1.388, -2.226, -2.995)  -0.102
H (1.232, -5.160, -3.695)  0.465
H (0.315, -3.971, -4.580)  0.461
H (0.072, -4.163, -1.563)  0.280
H (-0.855, -5.217, -2.668)  0.326
H (-1.423, -2.863, -3.792)  0.219
H (-2.434, -3.662, -2.614)  0.478
H (-3.363, -1.677, -1.773)  0.644
H (-1.157, -0.005, -0.573)  0.056
H (-2.761, 1.688, 0.011)  0.689
H (-2.820, 0.285, 1.060)  0.350
H (-3.253, 2.857, -3.245)  0.046
H (-2.087, 5.508, -4.350)  0.354
H (-0.661, 5.164, -1.204)  0.339
H (-0.603, -1.216, -4.085)  -0.324
H (-4.193, 0.922, -4.171)  0.357
H (-3.027, 0.762, -6.684)  0.367
H (-3.618, -1.574, 1.734)  0.150
H (-1.278, -2.189, 1.967)  0.147
C (-2.008, -3.290, 6.846)  -0.426
C (-1.220, -2.240, 7.294)  -0.442
C (-1.199, -1.040, 6.596)  -0.382
C (-1.967, -0.891, 5.450)  -0.253
C (-2.758, -1.943, 4.999)  -0.320
C (-2.776, -3.143, 5.699)  -0.632
H (-2.027, -4.224, 7.393)  0.401
H (-0.620, -2.357, 8.187)  0.431
H (-0.582, -0.221, 6.944)  0.379
H (-1.946, 0.045, 4.906)  0.402
H (-3.358, -1.833, 4.106)  0.445
H (-3.390, -3.963, 5.353)  0.413
C (3.352, -2.417, 7.670)  -0.468
C (4.711, -2.483, 7.942)  -0.441
C (5.602, -2.849, 6.942)  -0.425
C (5.134, -3.152, 5.671)  -0.435
C (3.774, -3.093, 5.401)  -0.326
C (2.884, -2.725, 6.400)  -0.159
H (2.657, -2.125, 8.447)  0.379
H (5.077, -2.248, 8.933)  0.373
H (6.662, -2.897, 7.154)  0.362
H (5.830, -3.434, 4.891)  0.385
H (3.410, -3.332, 4.409)  0.360
H (1.822, -2.675, 6.189)  0.398
C (-7.595, 2.092, 3.026)  -0.194
C (-8.848, 2.300, 3.588)  -0.559
C (-9.010, 3.227, 4.607)  -0.364
C (-7.918, 3.950, 5.070)  -0.387
C (-6.665, 3.743, 4.511)  -0.448
C (-6.507, 2.817, 3.490)  -0.240
H (-7.464, 1.372, 2.231)  0.430
H (-9.699, 1.735, 3.231)  0.362
H (-9.988, 3.387, 5.043)  0.358
H (-8.045, 4.675, 5.864)  0.356
H (-5.811, 4.303, 4.871)  0.358
H (-5.531, 2.662, 3.050)  0.367
C (4.230, 5.906, -7.316)  -0.350
C (3.643, 5.958, -6.058)  -0.576
C (2.489, 5.232, -5.793)  -0.208
C (1.924, 4.453, -6.794)  -0.257
C (2.506, 4.403, -8.053)  -0.497
C (3.660, 5.129, -8.315)  -0.385
H (5.132, 6.470, -7.518)  0.359
H (4.087, 6.567, -5.281)  0.365
H (2.025, 5.262, -4.818)  0.516
H (1.028, 3.882, -6.582)  0.354
H (2.062, 3.796, -8.832)  0.369
H (4.115, 5.089, -9.296)  0.355

Values from the calculation:
Largest force on an atom in Eh/bohr: 0.0320
HOMO in eV: -8.9
SMILES: CCCCCCCCCCCCCCCCO[C@H]([C@H](CON=O)OC(Cl)(PP(=O)(O)O)PP(=O)(O)O)P(O)O.c1ccccc1.c1ccccc1.c1ccccc1.c1ccccc1